C3H4OS2 | the ωB97M-V functional and the def2-TZVPD basis

## Properties
- Energy relative to the best compared isomer or geometry (same formula, charge and spin): 0.843 eV
- LUMO level: -1.803 eV
- Kohn-Sham gap: 7.224 eV
- Net charge: 0

Last column: natural (NBO) charge in e.
Positions of all 10 atoms, in Å:
1 C 0.98 -0.89 -0.58  -0.687
2 C -0.29 -0.12 -0.33  -0.126
3 S -1.64 -0.31 -1.23  0.081
4 C -0.35 0.85 0.84  0.129
5 O -1.50 1.47 1.01  -0.631
6 S 0.93 1.19 1.77  0.005
7 H 1.19 -1.52 0.29  0.254
8 H 0.91 -1.53 -1.44  0.235
9 H 1.86 -0.24 -0.65  0.257
10 H -2.09 1.10 0.33  0.483